Entry 1:
DFT (the ωB97M-V functional and the def2-TZVPD basis) results for a 3-piece molecular cluster, C5H14O2 overall in a non-equilibrium geometry.

## Properties
Structure (SMILES): CC=C(C)C.O.O
ΔE to the lowest compared entry with this formula, charge and spin, kcal per mole: 44.47
E_HOMO, Eh: -0.3083

```
! wB97M-V def2-TZVPD RIJCOSX def2/J DEFGRID3
* xyz 0 1
C -0.015 -1.110 0.962
C 0.354 -0.177 -0.154
C -0.527 -0.082 -1.163
C -0.482 1.023 -2.182
C 1.599 0.607 0.102
H 0.455 -2.090 0.892
H -1.164 -1.284 1.043
H 0.239 -0.733 1.958
H -1.204 -0.923 -1.341
H 0.404 1.582 -1.834
H 0.037 0.612 -3.114
H -1.426 1.594 -2.239
H 1.931 1.091 -0.807
H 2.354 0.029 0.593
H 1.254 1.380 0.802
H 3.201 4.776 0.817
H 2.900 4.948 -0.642
O 2.614 4.443 0.133
H -4.208 -6.014 1.601
H -3.919 -4.483 2.495
O -4.397 -5.192 2.077
*
```

=====

Entry 2:
DFT (the ωB97M-V functional and the def2-TZVPD basis) results for a single C3H6FNO2 molecule in a non-equilibrium geometry.

## Properties
Structure (SMILES): C[C@](O)(F)C(N)=O
ΔE to the lowest compared entry with this formula, charge and spin, kcal per mole: 18.11
E_HOMO, Eh: -0.3637

```
! wB97M-V def2-TZVPD RIJCOSX def2/J DEFGRID3
* xyz 0 1
C 1.107 -0.150 -0.287
C -1.149 -1.113 0.059
C -0.448 0.195 -0.399
N 1.728 0.642 0.644
O 1.632 -0.994 -0.935
O -0.812 1.321 0.293
F -0.729 0.321 -1.779
H -2.043 -1.006 -0.332
H -0.638 -1.908 -0.513
H -0.978 -1.005 1.068
H 1.312 1.458 1.150
H 2.655 0.450 1.088
H -1.637 1.789 -0.058
*
```

=====

Entry 3:
DFT (the ωB97M-V functional and the def2-TZVPD basis) results for a 12-piece molecular cluster, C28H80O12 overall in a non-equilibrium geometry.

## Properties
Structure (SMILES): CC(C)O.CC(C)O.CC(C)O.CC(C)O.CC(C)O.CC(C)O.CC(C)O.CC(C)O.CO.CO.CO.CO
ΔE to the lowest compared entry with this formula, charge and spin, kcal per mole: 65.77
E_HOMO, Eh: -0.3529

```
! wB97M-V def2-TZVPD RIJCOSX def2/J DEFGRID3
* xyz 0 1
C -16.606 -6.754 -23.966
C -16.241 -7.680 -25.105
C -15.489 -8.931 -24.695
O -17.448 -8.051 -25.755
H -15.697 -6.534 -23.406
H -17.234 -7.358 -23.311
H -17.111 -5.836 -24.269
H -15.628 -7.103 -25.798
H -14.793 -8.761 -23.874
H -14.939 -9.300 -25.561
H -16.188 -9.751 -24.528
H -17.826 -7.223 -26.060
C -14.760 -15.570 -24.268
C -15.378 -16.725 -25.048
C -15.563 -17.984 -24.149
O -16.542 -16.239 -25.616
H -15.382 -15.220 -23.444
H -14.470 -14.774 -24.953
H -13.846 -15.894 -23.770
H -14.730 -16.997 -25.881
H -16.197 -17.673 -23.318
H -14.600 -18.422 -23.888
H -16.098 -18.691 -24.784
H -17.175 -16.083 -24.911
C -16.678 -12.971 -19.374
C -17.106 -12.179 -18.123
C -18.493 -11.578 -18.280
O -17.166 -13.089 -17.042
H -17.414 -13.669 -19.771
H -15.773 -13.500 -19.076
H -16.448 -12.286 -20.191
H -16.378 -11.382 -17.976
H -18.761 -11.000 -17.395
H -19.193 -12.391 -18.470
H -18.622 -11.033 -19.215
H -17.389 -12.685 -16.200
C -14.559 -15.941 -20.587
C -14.789 -17.051 -19.556
C -14.874 -18.381 -20.237
O -13.746 -17.013 -18.629
H -15.447 -15.929 -21.220
H -13.675 -16.107 -21.203
H -14.374 -14.971 -20.127
H -15.717 -16.850 -19.021
H -13.943 -18.650 -20.736
H -15.638 -18.429 -21.014
H -15.062 -19.162 -19.500
H -13.839 -16.232 -18.077
C -14.585 -8.483 -20.789
C -14.143 -8.933 -19.376
C -12.965 -9.960 -19.463
O -13.629 -7.730 -18.848
H -15.280 -7.644 -20.809
H -15.040 -9.332 -21.300
H -13.750 -8.226 -21.440
H -14.967 -9.286 -18.755
H -12.679 -10.378 -18.497
H -12.037 -9.670 -19.955
H -13.350 -10.875 -19.910
H -12.908 -7.435 -19.410
C -10.832 -13.938 -22.296
C -10.979 -13.815 -20.793
C -9.685 -13.926 -19.951
O -11.487 -12.553 -20.542
H -10.416 -14.900 -22.595
H -10.104 -13.225 -22.682
H -11.751 -13.960 -22.882
H -11.730 -14.533 -20.465
H -8.936 -13.157 -20.138
H -9.299 -14.946 -19.951
H -9.816 -13.773 -18.880
H -11.989 -12.291 -21.317
C -10.288 -15.595 -27.897
C -10.945 -14.469 -27.085
C -11.082 -14.783 -25.605
O -10.046 -13.410 -27.270
H -10.320 -15.448 -28.976
H -10.843 -16.505 -27.672
H -9.276 -15.776 -27.534
H -11.854 -14.326 -27.669
H -11.622 -14.027 -25.036
H -10.102 -14.895 -25.142
H -11.619 -15.729 -25.537
H -9.778 -13.265 -28.180
C -17.768 -13.449 -24.001
C -18.063 -14.315 -22.716
C -19.407 -13.899 -21.990
O -18.246 -15.665 -23.199
H -16.722 -13.602 -24.268
H -17.863 -12.377 -23.830
H -18.483 -13.714 -24.779
H -17.205 -14.256 -22.046
H -19.320 -12.898 -21.567
H -19.590 -14.568 -21.150
H -20.281 -13.841 -22.639
H -18.032 -16.335 -22.546
C -11.416 -10.957 -25.715
O -12.144 -9.841 -25.064
H -10.682 -10.516 -26.390
H -10.788 -11.500 -25.009
H -12.060 -11.661 -26.240
H -11.917 -9.013 -25.493
C -14.641 -13.115 -27.461
O -15.251 -12.183 -28.320
H -13.990 -13.807 -27.996
H -14.127 -12.670 -26.609
H -15.415 -13.772 -27.064
H -15.917 -11.739 -27.791
C -14.173 -12.342 -23.063
O -13.168 -11.410 -22.772
H -13.767 -13.082 -23.753
H -14.542 -12.807 -22.149
H -15.001 -11.828 -23.552
H -12.977 -10.957 -23.596
C -10.105 -9.463 -22.417
O -9.675 -8.747 -21.319
H -9.966 -8.851 -23.309
H -9.474 -10.331 -22.609
H -11.150 -9.761 -22.327
H -9.573 -9.433 -20.655
*
```

=====

| no. | frontier orbital gap (eV) |
| --- | --- |
| 1 | 9.2 |
| 2 | 10.5 |
| 3 | 10.0 |